ORCA calculation (wB97M-V/def2-TZVPD) on 13 unconnected molecules or ions with the total composition C45H70N9O4S3 in a non-equilibrium geometry.

Computed properties:
Total charge: -1
Total energy, eV: -101903.31333

Each atom is followed by the atoms it is bonded to, with distances in Å.
Geometry (Å):
1 C 14.938 8.771 -0.803  C2 1.566, H5 1.093, H6 1.090, H7 1.091
2 C 13.888 9.624 -0.013  C1 1.566, C3 1.584, O4 1.382, H8 1.102
3 C 13.250 8.592 1.006  C2 1.584, H9 1.095, H10 1.098, H11 1.088
4 O 14.469 10.631 0.734  C2 1.382
5 H 14.430 7.941 -1.300  C1 1.093
6 H 15.680 8.339 -0.131  C1 1.090
7 H 15.307 9.466 -1.558  C1 1.091
8 H 13.044 9.825 -0.693  C2 1.102
9 H 14.124 8.030 1.350  C3 1.095
10 H 12.671 7.812 0.494  C3 1.098
11 H 12.689 8.977 1.856  C3 1.088
12 C 19.118 7.634 -0.913  S13 1.863, H16 1.089, H17 1.087, H18 1.082
13 S 20.150 6.395 -1.846  C12 1.863, O14 1.524, C15 1.835
14 O 21.550 6.992 -1.912  S13 1.524
15 C 20.258 5.274 -0.396  S13 1.835, H19 1.089, H20 1.090, H21 1.088
16 H 18.099 7.252 -0.876  C12 1.089
17 H 19.122 8.549 -1.501  C12 1.087
18 H 19.601 7.693 0.054  C12 1.082
19 H 20.910 4.478 -0.753  C15 1.089
20 H 19.272 4.911 -0.107  C15 1.090
21 H 20.702 5.768 0.465  C15 1.088
22 C 11.802 7.750 -2.337  S23 1.814, H26 1.085, H27 1.089, H28 1.097
23 S 11.258 6.126 -2.936  C22 1.814, O24 1.499, C25 1.864
24 O 9.839 6.416 -3.321  S23 1.499
25 C 12.072 6.118 -4.612  S23 1.864, H29 1.086, H30 1.092, H31 1.091
26 H 11.336 7.915 -1.371  C22 1.085
27 H 11.677 8.547 -3.069  C22 1.089
28 H 12.894 7.731 -2.241  C22 1.097
29 H 12.066 7.117 -5.039  C25 1.086
30 H 11.428 5.494 -5.235  C25 1.092
31 H 13.030 5.597 -4.644  C25 1.091
32 C 15.399 5.801 2.508  S33 1.823, H36 1.092, H37 1.090, H38 1.096
33 S 17.053 6.449 2.915  C32 1.823, O34 1.493, C35 1.810
34 O 17.709 6.690 1.595  S33 1.493
35 C 16.448 8.023 3.575  S33 1.810, H39 1.088, H40 1.093, H41 1.094
36 H 15.269 5.964 1.437  C32 1.092
37 H 14.575 6.233 3.076  C32 1.090
38 H 15.202 4.725 2.575  C32 1.096
39 H 17.282 8.662 3.856  C35 1.088
40 H 15.739 7.907 4.397  C35 1.093
41 H 15.840 8.580 2.856  C35 1.094
42 N 14.223 13.555 2.154  C43 1.351, C46 1.375, H47 1.017
43 C 13.221 14.388 1.797  N42 1.351, C44 1.376, H48 1.080
44 C 13.374 15.613 2.405  C43 1.376, C45 1.441, H49 1.075
45 C 14.541 15.451 3.235  C44 1.441, C46 1.371, H50 1.079
46 C 15.046 14.190 3.054  N42 1.375, C45 1.371, H51 1.075
47 H 14.243 12.624 1.745  N42 1.017
48 H 12.472 14.048 1.099  C43 1.080
49 H 12.780 16.505 2.336  C44 1.075
50 H 14.894 16.199 3.928  C45 1.079
51 H 15.824 13.629 3.541  C46 1.075
52 N 16.942 9.218 -4.442  C53 1.384, C56 1.387, H57 1.002
53 C 16.618 9.310 -5.784  N52 1.384, C54 1.377, H58 1.075
54 C 16.020 8.111 -6.105  C53 1.377, C55 1.403, H59 1.080
55 C 16.179 7.223 -5.031  C54 1.403, C56 1.366, H60 1.078
56 C 16.650 7.946 -3.972  N52 1.387, C55 1.366, H61 1.078
57 H 17.486 9.909 -3.960  N52 1.002
58 H 16.816 10.230 -6.304  C53 1.075
59 H 15.642 7.894 -7.093  C54 1.080
60 H 15.882 6.186 -5.042  C55 1.078
61 H 16.896 7.789 -2.935  C56 1.078
62 N 13.088 11.855 -3.502  C63 1.350, C66 1.385, H67 1.004
63 C 13.726 10.734 -3.898  N62 1.350, C64 1.371, H68 1.079
64 C 12.964 10.074 -4.828  C63 1.371, C65 1.413, H69 1.077
65 C 11.884 10.930 -5.140  C64 1.413, C66 1.379, H70 1.078
66 C 12.022 12.061 -4.363  N62 1.385, C65 1.379, H71 1.078
67 H 13.266 12.440 -2.706  N62 1.004
68 H 14.596 10.382 -3.366  C63 1.079
69 H 13.143 9.118 -5.292  C64 1.077
70 H 11.068 10.771 -5.826  C65 1.078
71 H 11.316 12.859 -4.193  C66 1.078
72 N 13.898 10.297 4.044  C73 1.354, C76 1.395, H77 1.016
73 C 14.202 11.223 4.984  N72 1.354, C74 1.367, H78 1.077
74 C 13.543 10.948 6.149  C73 1.367, C75 1.431, H79 1.076
75 C 12.740 9.797 5.870  C74 1.431, C76 1.366, H80 1.080
76 C 13.024 9.366 4.606  N72 1.395, C75 1.366, H81 1.076
77 H 14.151 10.290 3.059  N72 1.016
78 H 14.885 12.017 4.733  C73 1.077
79 H 13.599 11.553 7.037  C74 1.076
80 H 11.945 9.432 6.504  C75 1.080
81 H 12.777 8.517 3.993  C76 1.076
82 N 17.294 10.927 1.664  C83 1.370, C86 1.337, H87 1.022
83 C 18.141 9.883 1.400  N82 1.370, C84 1.395, H88 1.075
84 C 19.388 10.288 1.876  C83 1.395, C85 1.425, H89 1.077
85 C 19.277 11.648 2.285  C84 1.425, C86 1.399, H90 1.078
86 C 17.931 12.000 2.141  N82 1.337, C85 1.399, H91 1.075
87 H 16.347 10.994 1.285  N82 1.022
88 H 17.686 8.976 1.044  C83 1.075
89 H 20.289 9.698 1.829  C84 1.077
90 H 20.082 12.337 2.480  C85 1.078
91 H 17.431 12.944 2.268  C86 1.075
92 N 11.160 3.651 1.079  C93 1.389, C96 1.365, H97 1.001
93 C 11.630 2.485 0.488  N92 1.389, C94 1.379, H98 1.076
94 C 12.913 2.738 0.051  C93 1.379, C95 1.420, H99 1.078
95 C 13.197 4.104 0.318  C94 1.420, C96 1.358, H100 1.078
96 C 12.118 4.617 0.963  N92 1.365, C95 1.358, H101 1.079
97 H 10.225 3.784 1.410  N92 1.001
98 H 11.024 1.597 0.449  C93 1.076
99 H 13.669 2.051 -0.292  C94 1.078
100 H 14.128 4.557 0.018  C95 1.078
101 H 11.955 5.596 1.386  C96 1.079
102 N 11.471 11.540 1.274  C103 1.380, C106 1.365, H107 1.010
103 C 10.633 12.024 2.259  N102 1.380, C104 1.367, H108 1.079
104 C 9.800 12.949 1.694  C103 1.367, C105 1.417, H109 1.079
105 C 9.974 12.884 0.288  C104 1.417, C106 1.376, H110 1.077
106 C 11.016 12.009 0.076  N102 1.365, C105 1.376, H111 1.079
107 H 12.257 10.920 1.411  N102 1.010
108 H 10.795 11.591 3.233  C103 1.079
109 H 9.030 13.501 2.210  C104 1.079
110 H 9.389 13.270 -0.529  C105 1.077
111 H 11.490 11.790 -0.868  C106 1.079
112 N 16.103 12.224 -1.192  C113 1.392, C116 1.349, H117 1.022
113 C 17.104 11.964 -2.122  N112 1.392, C114 1.370, H118 1.072
114 C 17.396 13.215 -2.597  C113 1.370, C115 1.403, H119 1.090
115 C 16.536 14.201 -2.089  C114 1.403, C116 1.374, H120 1.076
116 C 15.707 13.513 -1.236  N112 1.349, C115 1.374, H121 1.082
117 H 15.725 11.606 -0.471  N112 1.022
118 H 17.503 10.972 -2.195  C113 1.072
119 H 18.011 13.469 -3.460  C114 1.090
120 H 16.442 15.253 -2.294  C115 1.076
121 H 15.059 13.980 -0.506  C116 1.082
122 N 16.898 3.816 -1.087  C123 1.381, C126 1.382, H127 1.004
123 C 16.554 5.148 -1.208  N122 1.381, C124 1.380, H128 1.076
124 C 15.666 5.202 -2.262  C123 1.380, C125 1.381, H129 1.082
125 C 15.390 3.924 -2.705  C124 1.381, C126 1.376, H130 1.079
126 C 16.297 3.088 -2.097  N122 1.382, C125 1.376, H131 1.078
127 H 17.595 3.353 -0.533  N122 1.004
128 H 16.797 5.971 -0.558  C123 1.076
129 H 15.037 6.037 -2.543  C124 1.082
130 H 14.597 3.714 -3.406  C125 1.079
131 H 16.350 2.013 -2.162  C126 1.078